# 1
A cluster of 7 separate species, C14H26O15 in total. Source: the OMol25 dataset; level of theory: ωB97M-V with the def2-TZVPD basis set.

Calculated values
- LUMO (eV) = -0.2084
- E_HOMO (eV) = -10.75
- orbital gap (eV) = 10.544

ORCA input file:
```
! wB97M-V def2-TZVPD RIJCOSX def2/J DEFGRID3
* xyz 0 1
C -0.54292 -3.02190 -0.63768
C -1.41244 -3.68283 0.43037
O -2.66214 -2.99744 0.23379
C -2.72804 -2.59463 -1.05393
O -3.71491 -2.27440 -1.62029
O -1.48822 -2.61981 -1.60891
H 0.27099 -3.65227 -0.97741
H -0.10208 -2.16460 -0.11980
H -1.17026 -3.60626 1.48382
H -1.55637 -4.75693 0.25885
C 1.80956 2.97395 -3.17758
C 1.91028 1.69586 -4.03840
O 3.25317 1.28136 -3.86655
C 3.92607 2.17144 -3.08583
O 5.07009 2.06921 -2.81858
O 3.10870 3.17353 -2.67565
H 1.09470 2.80996 -2.36184
H 1.36077 3.80954 -3.71937
H 1.70200 1.82174 -5.09870
H 1.19129 0.97171 -3.65182
C -1.49709 0.00705 4.09570
C -1.62814 -0.80977 2.79865
O -1.16408 -2.08697 3.17440
C -0.47742 -2.00032 4.34891
O 0.18835 -2.87973 4.77708
O -0.58816 -0.76537 4.87118
H -2.45928 0.02325 4.60280
H -1.13596 1.00987 3.88909
H -1.16437 -0.41448 1.88900
H -2.68497 -0.80424 2.50912
C 3.36910 -1.18943 1.82418
C 2.40721 -0.77043 0.70317
O 3.25026 -0.07894 -0.21654
C 4.47678 0.12679 0.32189
O 5.30556 0.81418 -0.15780
O 4.55274 -0.46990 1.54097
H 3.49380 -2.27223 1.85262
H 3.01591 -0.88464 2.80869
H 1.62548 -0.07427 1.01562
H 1.92129 -1.58060 0.16839
O 0.11104 0.19509 -1.19416
H -0.52061 0.04872 -0.48238
H 0.47617 1.06478 -1.00680
O -1.03053 -0.36395 -4.22183
H -0.77188 -0.74132 -3.37258
H -1.52177 0.42822 -3.98892
C -3.51294 3.28515 0.71931
C -2.97115 1.88206 0.75295
O -1.57682 1.84066 0.35455
H -2.88010 3.90864 1.35791
H -4.52769 3.31407 1.11187
H -3.44714 3.74392 -0.26829
H -3.49877 1.15854 0.12163
H -2.98475 1.43246 1.74769
H -1.47035 2.49590 -0.34257
*
```

Löwdin charges in e:
1 C -0.1201
2 C -0.0990
3 O 0.0535
4 C -0.5690
5 O 0.1798
6 O 0.0627
7 H 0.1403
8 H 0.0903
9 H 0.1126
10 H 0.1351
11 C -0.1293
12 C -0.1150
13 O 0.0664
14 C -0.5578
15 O 0.1804
16 O 0.0721
17 H 0.1042
18 H 0.1266
19 H 0.1302
20 H 0.0972
21 C -0.0983
22 C -0.1430
23 O 0.0388
24 C -0.5606
25 O 0.1800
26 O 0.0761
27 H 0.1333
28 H 0.1329
29 H 0.1096
30 H 0.1270
31 C -0.1138
32 C -0.1253
33 O 0.0547
34 C -0.5531
35 O 0.1922
36 O 0.0680
37 H 0.1295
38 H 0.1281
39 H 0.1148
40 H 0.1045
41 O -0.0428
42 H 0.0140
43 H 0.0309
44 O -0.0544
45 H 0.0024
46 H 0.0321
47 C -0.0761
48 C -0.2878
49 O -0.1136
50 H 0.0841
51 H 0.0828
52 H 0.0808
53 H 0.1192
54 H 0.0935
55 H 0.0783

***

# 2
A cluster of 7 separate species, C14H27Br12N in total. Source: the OMol25 dataset; level of theory: ωB97M-V with the def2-TZVPD basis set.

Calculated values
- LUMO (eV) = 0.2102
- E_HOMO (eV) = -10.22
- orbital gap (eV) = 10.431

ORCA input file:
```
! wB97M-V def2-TZVPD RIJCOSX def2/J DEFGRID3
* xyz 0 1
Br 2.29176 0.65435 -1.85674
C 1.53826 -0.56607 -3.12779
C 2.08596 -0.07773 -4.50350
Br 1.73172 -1.51694 -5.74970
H 0.46874 -0.54354 -3.17521
H 1.89460 -1.57000 -2.85801
H 3.13400 0.06612 -4.45932
H 1.48317 0.77264 -4.80702
Br -6.07997 4.17324 0.28148
C -4.69703 2.81092 0.47226
C -3.53957 2.90162 -0.52951
Br -2.39402 4.35911 -0.08720
H -5.10359 1.81582 0.49069
H -4.18758 3.07422 1.38542
H -3.79186 2.94139 -1.59103
H -3.00837 1.96110 -0.32129
Br 5.43669 -0.58185 0.53554
C 4.12447 -2.05950 0.57586
C 3.18397 -1.93025 1.75120
Br 1.89708 -3.38513 1.50024
H 4.65812 -3.00084 0.53408
H 3.66398 -1.88698 -0.42316
H 2.64507 -0.99225 1.68582
H 3.65145 -2.00650 2.70992
Br -1.17228 2.02444 -3.16271
C -1.99856 2.70471 -4.77774
C -1.23773 2.02621 -5.91741
Br -2.05365 2.36648 -7.61590
H -1.83936 3.74992 -4.85601
H -3.02209 2.37285 -4.83339
H -1.26461 0.95181 -5.92064
H -0.18111 2.35866 -5.82089
Br 1.70660 -3.15949 5.92648
C 1.17587 -1.24398 5.84374
C 2.33157 -0.43974 6.31499
Br 2.20549 1.43252 5.70658
H 0.28593 -1.13549 6.49336
H 0.94651 -1.10818 4.78393
H 3.27676 -0.80821 5.90141
H 2.35421 -0.30022 7.38482
Br -1.72234 -1.31059 -0.52478
C -1.79857 -2.58703 0.95713
C -1.52700 -3.96079 0.42366
Br -1.77300 -5.13186 1.92229
H -2.87221 -2.50774 1.26658
H -1.07278 -2.34208 1.73379
H -0.56491 -4.00870 -0.01306
H -2.25739 -4.20644 -0.32517
C 0.26417 1.89500 1.54583
C 0.02527 0.65845 2.24771
N -0.16988 -0.34008 2.79836
H 0.58884 1.71000 0.54463
H 0.99400 2.51120 2.05471
H -0.71486 2.41545 1.48467
*
```

Löwdin charges in e:
1 Br 0.6607
2 C -0.7240
3 C -0.6994
4 Br 0.6335
5 H 0.0038
6 H 0.0522
7 H 0.0278
8 H 0.0255
9 Br 0.5985
10 C -0.6992
11 C -0.7414
12 Br 0.6549
13 H 0.0585
14 H 0.0200
15 H 0.0419
16 H 0.0360
17 Br 0.5692
18 C -0.7092
19 C -0.6503
20 Br 0.6785
21 H 0.0496
22 H 0.0223
23 H 0.0375
24 H 0.0510
25 Br 0.6916
26 C -0.6497
27 C -0.7742
28 Br 0.6613
29 H 0.0523
30 H 0.0548
31 H 0.0262
32 H 0.0642
33 Br 0.5786
34 C -0.6630
35 C -0.6980
36 Br 0.5751
37 H 0.0754
38 H -0.0021
39 H 0.0437
40 H 0.0458
41 Br 0.6037
42 C -0.7321
43 C -0.7611
44 Br 0.6683
45 H 0.0653
46 H -0.0043
47 H 0.0052
48 H 0.0477
49 C -0.0551
50 C -0.2607
51 N 0.1662
52 H 0.0326
53 H 0.0881
54 H 0.0563

***

# 3
A structure of composition C14H27CrN11. Source: the OMol25 dataset; level of theory: ωB97M-V with the def2-TZVPD basis set.

Calculated values
- LUMO (spin up / spin down) (eV) = -4.9896 / -5.2846
- E_HOMO (spin up / spin down) (eV) = -14.34 / -14.55
- orbital gap (spin up / spin down) (eV) = 9.353 / 9.264
- ⟨S²⟩ = 6.0132

ORCA input file:
```
! wB97M-V def2-TZVPD RIJCOSX def2/J DEFGRID3
* xyz 2 5
Cr 0.50697 0.01623 0.05057
N 0.39784 0.31853 2.47703
C -0.12777 1.70440 2.49144
C 0.72054 2.59151 1.58776
N 0.84066 2.08249 0.18993
C -0.14023 2.73754 -0.72248
C -1.53497 2.16467 -0.50972
N -1.45097 0.67584 -0.48879
C 2.23314 2.29041 -0.31918
C 3.18322 1.25671 0.26304
N 2.66411 -0.11030 -0.04572
H -0.26721 -0.29388 2.93794
H 1.25286 0.27329 3.02276
H -0.12133 2.14698 3.48888
H -1.16384 1.66416 2.16197
H 1.72003 2.63847 2.02022
H 0.32648 3.60975 1.58912
H 0.16971 2.52799 -1.74737
H -0.13965 3.82179 -0.59157
H -2.18842 2.51865 -1.30526
H -1.95977 2.50978 0.42960
H -1.63665 0.29866 -1.41526
H -2.18976 0.27237 0.08282
H 2.58766 3.30026 -0.09998
H 2.21519 2.17678 -1.40425
H 3.24925 1.34936 1.34605
H 4.18130 1.41942 -0.14155
H 3.14188 -0.79612 0.53052
H 2.90866 -0.35095 -1.00500
N -5.37721 -2.73640 1.31675
N -4.27097 -2.67404 0.51383
N -3.90887 -3.67737 -0.23949
C -2.76385 -3.22194 -0.74168
N -2.46410 -2.00036 -0.28992
N -3.45483 -1.65892 0.52169
H -6.04072 -3.40468 0.95288
H -5.74636 -1.81738 1.50809
H -2.15892 -3.77932 -1.43859
N 0.97309 -4.09650 0.49892
C 0.47796 -2.90800 0.87514
N 0.50360 -2.01999 -0.09557
C 1.04810 -2.69080 -1.19986
C 1.29076 -2.24128 -2.49936
C 1.87055 -3.13013 -3.37978
C 2.19983 -4.44008 -2.98783
C 1.95043 -4.89892 -1.71175
C 1.35710 -3.99718 -0.83247
H 1.03680 -4.91829 1.07856
H 0.08971 -2.72752 1.86509
H 1.01209 -1.23920 -2.80995
H 2.06848 -2.82298 -4.39811
H 2.65965 -5.10422 -3.70774
H 2.20174 -5.90780 -1.41207
*
```

Löwdin charges in e:
1 Cr 0.7519
2 N 0.0077
3 C -0.2059
4 C -0.1377
5 N -0.2608
6 C -0.1518
7 C -0.1739
8 N -0.0311
9 C -0.1530
10 C -0.1806
11 N -0.0126
12 H 0.0949
13 H 0.1010
14 H 0.1336
15 H 0.1043
16 H 0.1240
17 H 0.1432
18 H 0.1290
19 H 0.1425
20 H 0.1348
21 H 0.1153
22 H 0.1001
23 H 0.0556
24 H 0.1473
25 H 0.1307
26 H 0.1153
27 H 0.1359
28 H 0.1158
29 H 0.1031
30 N 0.1493
31 N -0.2870
32 N 0.1425
33 C -0.1945
34 N -0.0142
35 N 0.0496
36 H 0.1146
37 H 0.1076
38 H 0.1113
39 N 0.1606
40 C -0.1413
41 N -0.0336
42 C -0.2431
43 C -0.0289
44 C -0.0537
45 C -0.0481
46 C 0.0152
47 C -0.1776
48 H 0.1788
49 H 0.1416
50 H 0.1081
51 H 0.1177
52 H 0.1206
53 H 0.1263

***

# 4
A structure of composition C14H27CrNO4SSb. Source: the OMol25 dataset; level of theory: ωB97M-V with the def2-TZVPD basis set.

Calculated values
- LUMO (spin up / spin down) (eV) = -6.7809 / -6.1286
- E_HOMO (spin up / spin down) (eV) = -14.57 / -14.75
- orbital gap (spin up / spin down) (eV) = 7.786 / 8.617
- ⟨S²⟩ = 3.8356

ORCA input file:
```
! wB97M-V def2-TZVPD RIJCOSX def2/J DEFGRID3
* xyz 2 4
Cr -0.20895 -0.25909 0.32113
C 0.21965 -3.12474 1.88233
O -0.35472 -2.40168 0.77508
C -1.43642 -3.09784 0.14919
C -1.93371 -2.21648 -0.96673
O -2.04954 -0.84116 -0.50293
C -3.15638 -0.52805 0.37557
C -2.71430 -0.61223 1.81765
O -1.43881 0.05979 1.94110
C -1.43790 1.26366 2.74838
H -0.52134 -3.24423 2.67428
H 1.06258 -2.54678 2.24540
H 0.55416 -4.10213 1.53926
H -2.21094 -3.31133 0.88937
H -1.09058 -4.04814 -0.26206
H -2.89346 -2.55670 -1.35063
H -1.21396 -2.17472 -1.77811
H -3.98745 -1.20653 0.18389
H -3.46305 0.48279 0.11557
H -2.57105 -1.63422 2.15367
H -3.44695 -0.13182 2.46437
H -1.89447 1.04202 3.70918
H -1.98702 2.05849 2.24573
H -0.40093 1.54966 2.89778
O 0.81592 -0.69777 -1.24823
N 2.16544 -0.72233 -1.18940
C 2.81278 -1.10611 -2.30839
C 4.17934 -1.14669 -2.32210
C 4.87850 -0.78554 -1.17032
C 4.18758 -0.39445 -0.04355
C 2.79639 -0.36143 -0.05442
S 1.83331 0.12151 1.31275
H 2.17854 -1.36454 -3.14286
H 4.68858 -1.45911 -3.22211
H 5.96024 -0.80976 -1.15850
H 4.70008 -0.10742 0.86363
C -2.09666 3.11243 -1.15282
Sb -0.25696 2.20659 -0.60671
C 0.88227 2.42644 -2.36831
C 0.60012 3.66391 0.66559
H -1.90632 4.17686 -1.29272
H -2.85107 2.98308 -0.37864
H -2.45247 2.67968 -2.08659
H 0.76810 3.45371 -2.71048
H 0.52067 1.73703 -3.12695
H 1.92986 2.22718 -2.15225
H 0.66031 4.60048 0.11330
H 1.59501 3.33867 0.95971
H -0.01403 3.80902 1.55193
*
```

Löwdin charges in e:
1 Cr 0.4689
2 C -0.0133
3 O -0.2915
4 C -0.1446
5 C -0.0952
6 O -0.2449
7 C -0.0959
8 C -0.1098
9 O -0.3338
10 C -0.0181
11 H 0.1095
12 H 0.0767
13 H 0.1125
14 H 0.1376
15 H 0.1562
16 H 0.1536
17 H 0.1362
18 H 0.1566
19 H 0.1371
20 H 0.1281
21 H 0.1533
22 H 0.1167
23 H 0.1020
24 H 0.0921
25 O -0.2787
26 N -0.1565
27 C 0.0167
28 C -0.0046
29 C -0.0058
30 C -0.0399
31 C -0.5724
32 S 0.7716
33 H 0.1537
34 H 0.1307
35 H 0.1328
36 H 0.1274
37 C -0.2625
38 Sb 1.4159
39 C -0.2536
40 C -0.2654
41 H 0.0302
42 H 0.0079
43 H 0.0263
44 H 0.0326
45 H 0.0248
46 H 0.0204
47 H 0.0311
48 H 0.0121
49 H 0.0152